# 1
The following is a DFT calculation (ωB97M-V/def2-TZVPD) of the ion C2H4NS3 with charge +1 at a distorted geometry.

XYZ file:
```
10
Properties=species:S:1:pos:R:3:forces:R:3
S 1.699 1.090 -0.972 0.44 -0.26 0.23
S 2.601 0.382 0.828 -0.36 -0.19 -0.55
S 0.545 -1.910 -0.416 -0.02 -0.32 0.17
N -1.184 0.258 -0.291 -3.70 1.09 4.49
C 1.260 -0.369 -0.056 -1.94 0.86 0.93
C -0.226 -0.546 0.467 2.87 -1.28 -1.55
H -0.372 -0.573 1.530 -0.36 -0.05 0.20
H -0.791 1.165 -0.210 0.69 1.86 -0.56
H -1.404 0.094 -1.254 -0.14 -0.81 -0.76
H -2.126 0.409 0.374 2.52 -0.91 -2.61
```
Positions in Å, forces in eV/Å.

Lowest unoccupied orbital energy, eV: -4.6
HOMO, eV: -12.951
M, g mol⁻¹: 138.262
Total charge: +1
Structure (SMILES): [NH3+][C@H]1SC12SS2
Kohn-Sham gap, eV: 8.39
ΔE to the lowest compared entry with this formula, charge and spin, kJ/mol: 58.9

# 2
The following is a DFT calculation (ωB97M-V/def2-TZVPD) of a cluster of 6 separate species, C12H36O12 in total at a distorted geometry.

XYZ file:
```
60
Properties=species:S:1:pos:R:3:forces:R:3
O -2.236 3.126 -2.099 -0.09 -1.31 -1.86
O 1.640 -0.520 3.823 -1.38 -1.58 -1.44
O 2.120 2.925 1.186 0.78 0.92 -3.34
O -3.066 -4.282 3.664 0.66 -1.20 2.01
O -2.122 5.920 -0.048 1.19 0.09 6.98
O -1.972 -2.865 0.602 -3.26 -6.08 -2.63
O 1.328 -2.092 6.150 2.08 -1.26 1.67
O -0.283 0.554 -2.222 -0.37 2.05 -1.68
O 0.361 -0.770 -4.583 0.58 -3.47 -1.63
O 0.733 -4.251 -5.562 -1.69 -0.75 -1.09
O 2.345 4.496 -2.049 5.87 2.45 1.50
O 0.385 -0.763 1.020 -0.04 0.64 -1.10
C 1.960 3.601 -1.159 -1.44 -4.26 0.63
C -2.986 -3.399 2.582 -5.03 0.12 1.35
C 1.314 -1.976 3.818 6.59 3.26 0.62
C -2.618 3.760 -0.943 -0.49 1.89 1.56
C 0.509 -2.203 -4.301 -2.05 0.20 2.85
C 2.042 -2.503 4.991 0.97 -1.05 -0.31
C -0.515 -0.283 -1.156 2.90 0.26 0.73
C 2.943 3.436 0.003 0.93 0.23 1.34
C 0.748 -2.891 -5.553 0.66 2.67 -4.05
C 0.538 0.200 -0.079 -7.97 -3.83 1.86
C -1.916 -3.856 1.648 -7.68 -0.74 -5.19
C -2.066 5.150 -1.146 -4.31 0.46 0.17
H -2.371 -4.116 4.338 -0.66 -0.06 -0.78
H -2.174 3.401 0.059 -0.71 -0.29 -1.78
H 1.128 -2.617 -3.467 1.04 1.39 -0.54
H -0.843 1.315 -2.053 0.06 0.62 -0.70
H -1.099 5.183 -1.313 4.83 -0.93 -2.55
H -0.135 -2.594 -6.207 1.34 -0.12 0.36
H -4.148 -3.280 2.327 2.49 -0.87 -0.86
H 1.702 4.629 -2.629 -4.09 1.00 -4.03
H 1.746 -2.435 -6.037 -1.97 -0.92 0.78
H 2.770 2.918 1.854 0.93 -0.24 1.62
H 1.930 2.591 -1.730 -0.15 0.85 1.28
H -1.523 -0.137 -0.824 -0.57 -0.70 0.57
H -1.232 -3.771 2.287 7.18 0.49 4.06
H 1.114 -0.197 4.560 -0.01 0.25 0.09
H 1.447 0.240 -0.366 6.30 -0.08 -2.51
H 0.405 -2.330 3.739 -5.67 -0.39 0.71
H 1.662 -2.589 3.007 1.40 0.93 -1.35
H 0.507 -0.311 -3.799 0.11 1.50 2.28
H -2.678 5.746 -1.859 0.52 -0.73 -0.33
H 1.009 -0.453 1.658 0.56 0.09 1.29
H -3.734 3.856 -0.923 0.75 -0.45 0.72
H 3.245 -2.547 4.963 -2.68 1.21 0.31
H -2.635 3.726 -2.773 0.69 -1.19 0.15
H 0.238 1.147 0.228 -0.59 1.86 0.73
H 1.826 -3.493 4.730 -0.18 -2.68 0.85
H -0.424 -2.628 -3.831 -0.08 0.69 -0.90
H -1.566 5.389 0.738 -2.22 2.33 -2.97
H -2.040 -4.937 1.303 0.05 1.67 0.27
H -0.261 -1.232 -1.618 -0.44 -0.80 1.07
H 3.769 2.648 -0.326 -1.68 1.58 0.96
H 3.528 4.460 0.326 -1.68 -2.40 -0.94
H 1.369 -4.552 -4.977 2.01 -1.21 1.78
H -1.443 -2.300 0.972 4.99 6.17 2.30
H 0.899 3.792 -0.907 0.45 -0.17 0.96
H -2.945 -2.408 3.030 1.39 0.61 -0.57
H 1.750 -2.613 6.906 -1.10 1.27 -1.27
```
Positions in Å, forces in eV/Å.

Lowest unoccupied orbital energy, eV: 0.3
HOMO, eV: -9.660
M, g mol⁻¹: 372.408
Total charge: 0
Structure (SMILES): OCCO.OCCO.OCCO.OCCO.OCCO.OCCO
Kohn-Sham gap, eV: 9.94
ΔE to the lowest compared entry with this formula, charge and spin, kJ/mol: 855.7

# 3
The following is a DFT calculation (ωB97M-V/def2-TZVPD) of a cluster of 2 separate species, C3H3NO in total at a distorted geometry.

XYZ file:
```
8
Properties=species:S:1:pos:R:3:forces:R:3
O -3.521 0.601 -0.022 0.10 -0.39 0.08
N -1.662 -0.983 0.147 1.58 0.76 -0.34
C -1.014 0.125 -0.180 -0.11 -1.83 0.46
C 2.176 0.047 0.018 -0.28 -0.09 0.04
C -2.467 0.081 -0.015 -1.40 1.46 -0.19
H 2.184 1.105 -0.128 0.04 0.32 -0.05
H 1.943 -0.361 0.981 0.00 -0.07 0.25
H 2.361 -0.615 -0.802 0.07 -0.15 -0.24
```
Positions in Å, forces in eV/Å.

Lowest unoccupied orbital energy (spin up / spin down), eV: 0.1 / -2.1
HOMO (spin up / spin down), eV: -9.913 / -8.902
M, g mol⁻¹: 69.063
Total charge: 0
Kohn-Sham gap (spin up / spin down), eV: 10.00 / 6.79
ΔE to the lowest compared entry with this formula, charge and spin, kJ/mol: 517.2

# 4
The following is a DFT calculation (ωB97M-V/def2-TZVPD) of a structure of composition C26H31FeN2O5PS at a distorted geometry.

XYZ file:
```
67
Properties=species:S:1:pos:R:3:forces:R:3
Fe -1.129 0.647 0.653 -1.66 0.73 -0.54
S -0.133 0.767 3.399 0.19 -0.23 0.02
P 0.752 -0.166 -1.323 1.06 -0.05 -0.14
O -2.637 -0.969 1.658 0.61 0.25 -0.03
O -3.742 -1.531 -1.969 -0.07 -0.28 -0.23
O -2.663 4.589 1.325 0.05 0.33 0.10
O -1.659 2.607 1.308 1.76 -1.53 0.45
O -2.003 -0.510 -1.029 1.41 0.00 1.05
N 0.667 2.464 -0.155 -0.51 -0.03 0.45
N -3.606 1.356 0.078 0.09 -0.05 -0.08
C -0.256 -0.758 4.391 0.10 0.41 -0.34
C -4.024 -0.669 1.477 -0.56 0.32 0.08
C 1.964 -3.091 -4.677 -0.03 0.06 -0.06
C 1.616 1.173 3.715 -0.52 -0.11 -0.10
C 2.408 -1.862 2.069 0.10 -0.09 0.12
C 0.283 -2.286 0.355 -0.04 0.08 -0.01
C 2.916 3.217 -0.748 -0.13 0.02 0.09
C 2.125 -2.431 -2.374 -0.10 0.16 0.06
C 4.118 2.979 -1.392 -0.01 -0.09 0.04
C 0.498 -3.157 1.405 0.04 -0.04 0.17
C -3.206 -0.583 -1.424 -1.18 0.75 0.19
C -4.249 0.826 1.278 0.19 -0.35 0.00
C -4.040 0.712 -1.149 0.25 -0.65 -0.10
C 1.560 -2.940 2.272 0.04 -0.08 -0.08
C -2.575 3.421 1.005 -1.56 -0.10 -0.99
C 1.917 2.249 -0.748 0.59 -0.27 -0.41
C 2.196 -0.987 1.015 -0.04 0.07 -0.02
C 1.258 -1.368 -2.612 -0.33 0.12 0.00
C 1.130 -1.194 0.147 -0.10 0.08 0.09
C 2.472 -3.285 -3.404 0.12 -0.12 0.02
C 2.167 1.003 -1.346 -0.38 0.03 0.06
C -3.687 2.803 0.074 0.56 0.44 0.62
C 4.347 1.766 -2.021 0.18 0.05 -0.02
C 1.095 -2.038 -4.918 0.05 -0.06 -0.14
C 0.739 -1.185 -3.889 -0.05 0.09 0.09
C 3.378 0.780 -1.983 -0.08 0.00 0.06
H -5.339 0.996 1.252 0.05 0.01 0.04
H 0.046 -0.373 -4.065 -0.06 0.02 -0.06
H -0.136 -0.514 5.444 -0.04 0.01 0.03
H 2.243 -3.759 -5.479 -0.01 -0.05 -0.05
H -2.419 -1.709 1.078 0.05 0.07 -0.02
H -3.497 3.191 -0.928 -0.05 -0.06 0.02
H 2.740 4.167 -0.263 -0.06 0.10 0.00
H -0.524 -2.450 -0.342 -0.19 -0.06 -0.12
H 0.495 -1.474 4.075 -0.02 -0.01 0.03
H 4.872 3.751 -1.417 0.07 0.08 0.03
H 2.245 0.316 3.496 0.03 -0.01 -0.02
H 0.687 -1.888 -5.906 -0.04 0.01 -0.07
H 2.527 -2.590 -1.384 0.05 -0.05 0.06
H 3.144 -4.109 -3.208 0.06 -0.06 0.00
H 1.726 -3.613 3.101 0.05 -0.06 0.04
H 1.743 1.479 4.750 -0.04 0.03 0.01
H 0.574 3.355 0.319 -0.16 -0.13 0.04
H 5.276 1.587 -2.540 0.10 0.00 -0.02
H -4.425 -1.219 0.624 0.05 -0.10 0.05
H -3.834 1.361 2.136 -0.09 0.03 0.01
H -5.107 0.453 -1.148 0.05 0.03 -0.03
H 3.247 -1.709 2.738 0.00 0.01 -0.02
H -4.557 -0.991 2.381 0.02 0.08 -0.18
H 1.870 1.993 3.053 0.07 0.12 -0.06
H -0.105 2.344 -0.805 0.13 0.26 -0.06
H 3.561 -0.175 -2.452 0.02 -0.09 -0.11
H -4.663 3.177 0.410 0.04 0.03 -0.09
H -3.851 1.373 -1.999 -0.04 0.02 0.11
H -1.246 -1.162 4.208 -0.11 -0.07 0.02
H -0.153 -4.008 1.548 -0.04 -0.04 0.00
H 2.862 -0.148 0.860 0.05 0.02 -0.02
```
Positions in Å, forces in eV/Å.

Spin multiplicity: 5
Lowest unoccupied orbital energy (spin up / spin down), eV: 0.3 / 0.0
HOMO (spin up / spin down), eV: -8.344 / -8.355
M, g mol⁻¹: 570.429
Total charge: 0
Kohn-Sham gap (spin up / spin down), eV: 8.61 / 8.38
<S²>: 6.01
ΔE to the lowest compared entry with this formula, charge and spin, kJ/mol: 179.7

# 5
The following is a DFT calculation (ωB97M-V/def2-TZVPD) of an isolated molecule of C4H8N4 at a distorted geometry.

XYZ file:
```
16
Properties=species:S:1:pos:R:3:forces:R:3
N 2.067 1.717 0.363 0.17 0.44 0.10
N -0.203 0.952 0.741 0.71 2.20 0.68
N 1.909 -0.997 -0.970 -1.74 -0.24 0.96
N -0.972 -1.234 1.231 -0.22 -0.73 -0.46
C -0.697 -0.286 0.212 1.83 -1.06 -0.21
C 1.012 0.892 0.304 -1.04 -0.59 -0.52
C -1.804 -0.117 -0.800 -0.42 -0.11 -0.68
C 0.937 -0.415 -0.374 0.17 -0.01 -0.40
H -0.283 -1.245 1.978 -0.51 0.13 -0.13
H -1.889 0.904 -1.190 0.37 -0.11 0.31
H 2.813 1.508 -0.292 -0.22 0.15 0.29
H 1.885 2.683 0.597 0.21 -0.15 -0.06
H -1.655 -0.753 -1.675 0.02 -0.14 0.17
H -2.794 -0.355 -0.399 0.17 -0.10 0.19
H -1.941 -1.313 1.518 0.39 0.14 0.10
H 1.614 -1.941 -1.243 0.13 0.18 -0.35
```
Positions in Å, forces in eV/Å.

Lowest unoccupied orbital energy, eV: 1.0
HOMO, eV: -8.719
M, g mol⁻¹: 112.136
Total charge: 0
Structure (SMILES): [H]/N=C1/C(N)=N[C@]1(C)N
Kohn-Sham gap, eV: 9.74
ΔE to the lowest compared entry with this formula, charge and spin, kJ/mol: 151.0

The E_tot results, record by record, are as follows: -36125.344 -37586.347 -6691.131 -95195.329 -10236.677 eV.